A | Computed, not measured: a cluster of 2 separate species, C2H3BrO in total, with ωB97M-V with the def2-TZVPD basis set.

## Properties
- Lowest unoccupied orbital energy: 0.50 eV
- Gap between HOMO and LUMO: 9.5 eV
- Multiplicity: 1

Each line ends with the natural charge from an NBO analysis.
Positions of all 7 atoms, in Å:
C  0.97  0.78  -0.12  0.5164
C  -0.53  -0.66  0.17  -0.6296
O  2.12  0.50  -0.25  -0.4652
Br  -2.13  0.07  -0.38  0.0308
H  0.44  1.61  -0.17  0.1186
H  -0.29  -1.46  -0.49  0.2146
H  -0.57  -0.84  1.23  0.2145

---

B | Computed, not measured: a structure of composition C2H3BrO, with ωB97M-V with the def2-TZVPD basis set.

## Properties
- Lowest unoccupied orbital energy: 0.38 eV
- Gap between HOMO and LUMO: 9.6 eV
- Multiplicity: 1

Each line ends with the natural charge from an NBO analysis.
Positions of all 7 atoms, in Å:
C  -0.75  -0.58  0.07  -0.4602
C  -0.51  0.68  -0.19  0.1580
O  1.25  1.02  0.09  -0.7361
Br  2.26  -0.37  0.02  0.3330
H  -1.61  -1.13  0.16  0.2312
H  0.03  -1.16  0.61  0.2430
H  -0.67  1.54  -0.76  0.2311

---

Relative calculated energies, zero for the most stable structure, unit hartree: A 0.0000; B 0.0666.

---

A | Computed, not measured: a cluster of 2 separate species, CH8NS2 in total, with ωB97M-V with the def2-TZVPD basis set.

## Properties
- Lowest unoccupied orbital energy: -3.74 eV
- Total charge: +1
- Gap between HOMO and LUMO: 9.2 eV
- Multiplicity: 1

Each line ends with the natural charge from an NBO analysis.
Positions of all 12 atoms, in Å:
N  -1.93  -1.51  0.54  -0.9094
H  -2.21  -1.05  -0.34  0.4805
H  -2.44  -1.64  1.41  0.4645
H  -1.01  -1.00  0.76  0.4566
H  -1.63  -2.47  0.33  0.4421
C  2.29  1.26  -0.14  -0.7090
S  0.80  0.23  0.38  -0.0042
S  -0.93  0.94  -0.52  -0.1578
H  2.83  0.78  -1.01  0.2531
H  1.83  2.29  -0.45  0.2573
H  2.91  1.37  0.85  0.2689
H  -0.52  0.79  -1.78  0.1576

---

B | Computed, not measured: a cluster of 2 separate species, CH8NS2 in total, with ωB97M-V with the def2-TZVPD basis set.

## Properties
- Lowest unoccupied orbital energy: -3.71 eV
- Total charge: +1
- Gap between HOMO and LUMO: 9.8 eV
- Multiplicity: 1

Each line ends with the natural charge from an NBO analysis.
Positions of all 12 atoms, in Å:
C  -2.02  -0.27  -1.86  -0.4181
N  -0.68  0.35  -2.15  -0.6712
H  -1.87  -1.26  -1.43  0.2435
H  -2.53  0.37  -1.15  0.2433
H  -2.58  -0.33  -2.78  0.2393
H  -0.20  -0.12  -2.92  0.4434
H  -0.06  0.32  -1.34  0.4502
H  -0.79  1.33  -2.41  0.4441
S  1.46  0.29  0.43  -0.2146
S  -0.09  -0.34  1.72  -0.1041
H  2.35  0.62  1.39  0.1952
H  0.30  -1.62  1.84  0.1490

---

Relative calculated energies, zero for the most stable structure, unit hartree: A 0.0300; B 0.0000.

---

A | Computed, not measured: a structure of composition C49H31BrF3N4O2S2SbV, with ωB97M-V with the def2-TZVPD basis set.

## Properties
- Lowest unoccupied orbital energy (alpha / beta): 3.77 / 3.77 eV
- Total charge: -2
- Gap between HOMO and LUMO (alpha / beta): 5.1 / 6.0 eV
- Multiplicity: 4
- Expectation value of S²: 3.8169

Each line ends with the Mulliken charge.
Positions of all 94 atoms, in Å:
V  0.60  -1.76  0.02  -0.9272
C  -0.54  -4.72  0.16  -1.1080
O  0.51  -3.81  0.43  1.4127
C  1.76  -4.33  0.71  0.5198
C  2.05  -5.66  0.89  -0.8597
C  3.35  -6.06  1.19  -0.9020
C  4.36  -5.11  1.28  -0.5817
C  4.08  -3.76  1.08  -0.9449
C  2.77  -3.34  0.81  0.4899
N  2.39  -2.05  0.56  1.1896
N  3.35  -1.15  0.52  -1.4024
C  3.15  0.04  -0.07  -0.2072
C  1.93  0.53  -0.67  0.1486
O  0.77  -0.05  -0.49  1.3869
C  2.00  1.68  -1.48  -0.7843
C  3.14  2.42  -1.64  -0.9812
C  4.33  2.06  -0.96  0.7912
C  5.50  2.84  -1.03  -0.9493
C  6.64  2.48  -0.36  -0.4364
C  6.65  1.31  0.41  -0.7779
C  5.52  0.53  0.51  -0.3847
C  4.33  0.88  -0.17  0.5360
H  -0.26  -5.42  -0.63  0.3244
H  -0.83  -5.25  1.07  0.3022
H  -1.37  -4.11  -0.19  0.2133
H  1.28  -6.41  0.79  0.4039
H  3.57  -7.11  1.34  0.3607
H  5.37  -5.41  1.50  0.3769
H  4.86  -3.02  1.09  0.3938
H  1.09  1.97  -1.99  0.4131
H  3.13  3.29  -2.29  0.3211
H  5.49  3.74  -1.64  0.3669
H  7.53  3.09  -0.43  0.3676
H  7.55  1.02  0.94  0.3655
H  5.50  -0.36  1.11  0.3972
S  -1.37  -1.73  -1.69  -0.2847
C  -0.53  -1.61  -3.21  0.2639
C  -1.21  -1.05  -4.29  -0.8230
C  -0.66  -1.03  -5.58  0.2865
C  -1.40  -0.49  -6.66  -0.0215
N  -2.04  -0.04  -7.51  -0.6469
C  0.61  -1.59  -5.79  0.5667
C  1.32  -2.11  -4.70  -1.1270
C  0.77  -2.13  -3.41  0.6596
S  1.69  -2.83  -2.14  -0.5532
C  1.17  -1.66  -7.09  -0.1149
N  1.64  -1.74  -8.14  -0.6526
H  -2.20  -0.64  -4.14  0.4742
H  2.30  -2.52  -4.85  0.4566
F  -6.17  6.22  -1.52  -0.3651
C  -5.23  5.25  -1.40  0.4081
C  -5.51  3.99  -1.91  -0.4856
C  -4.56  2.99  -1.75  -0.2646
C  -3.36  3.23  -1.08  -0.4004
C  -3.10  4.52  -0.64  -0.1417
C  -4.03  5.54  -0.79  -0.7411
Sb  -1.97  1.54  -0.72  0.5139
C  -1.25  2.64  1.05  -0.4373
C  -2.10  2.97  2.10  0.2123
C  -1.66  3.69  3.19  -0.7726
C  -0.33  4.08  3.23  0.3653
F  0.12  4.79  4.29  -0.3858
C  0.55  3.78  2.21  -0.6946
C  0.08  3.06  1.12  -0.1596
C  -3.52  0.51  0.46  0.4912
C  -4.73  1.10  0.82  -0.0750
C  -5.67  0.40  1.58  -0.9690
C  -5.38  -0.89  1.97  0.2126
F  -6.30  -1.57  2.70  -0.3826
C  -4.19  -1.49  1.65  -1.1021
C  -3.27  -0.79  0.89  0.3301
H  -6.46  3.80  -2.38  0.4049
H  -4.76  2.00  -2.14  0.3802
H  -2.16  4.74  -0.14  0.3963
H  -3.85  6.54  -0.42  0.4383
H  -3.14  2.66  2.06  0.2843
H  -2.32  3.96  4.01  0.4219
H  1.58  4.09  2.28  0.5052
H  0.76  2.83  0.32  0.2008
H  -4.97  2.10  0.52  0.3063
H  -6.62  0.85  1.86  0.4400
H  -3.98  -2.50  1.98  0.5116
H  -2.34  -1.27  0.62  -0.2655
Br  -0.76  -0.62  6.59  -0.3011
C  -0.37  -0.98  4.75  -0.2482
C  -0.77  -0.08  3.78  -0.4967
C  -0.49  -0.38  2.45  0.6231
C  0.16  -1.55  2.02  0.1273
C  0.54  -2.41  3.06  0.3675
C  0.28  -2.15  4.40  -0.9338
H  -1.28  0.83  4.04  0.5151
H  -0.79  0.34  1.71  0.1529
H  1.06  -3.34  2.85  0.2806
H  0.61  -2.84  5.17  0.4143

---

B | Computed, not measured: a structure of composition C49H31BrF3N4O2S2SbV, with ωB97M-V with the def2-TZVPD basis set.

## Properties
- Lowest unoccupied orbital energy (alpha / beta): 3.70 / 3.70 eV
- Total charge: -2
- Gap between HOMO and LUMO (alpha / beta): 4.9 / 6.3 eV
- Multiplicity: 4
- Expectation value of S²: 3.8140

Each line ends with the Mulliken charge.
Positions of all 94 atoms, in Å:
V  2.13  0.53  0.52  0.0554
C  5.07  1.00  -0.82  -1.0703
O  4.14  0.04  -0.35  0.4612
C  4.56  -1.25  -0.11  1.0878
C  5.80  -1.73  -0.50  -0.7203
C  6.13  -3.06  -0.26  -0.8392
C  5.21  -3.89  0.35  -0.6766
C  3.97  -3.41  0.74  -1.1949
C  3.61  -2.07  0.53  -0.0949
N  2.42  -1.50  0.91  1.3898
N  1.55  -2.37  1.41  -0.8072
C  0.43  -1.91  2.01  -0.5270
C  -0.02  -0.57  2.11  0.5337
O  0.47  0.44  1.41  -0.3188
C  -1.10  -0.27  2.97  -0.5709
C  -1.81  -1.23  3.63  -1.0400
C  -1.49  -2.60  3.45  1.0896
C  -2.25  -3.62  4.06  -0.9792
C  -1.94  -4.95  3.88  -0.4778
C  -0.84  -5.29  3.07  -0.7698
C  -0.08  -4.31  2.48  -0.5305
C  -0.38  -2.94  2.64  0.8313
H  5.91  1.07  -0.13  0.3380
H  4.53  1.94  -0.85  0.2239
H  5.42  0.72  -1.82  0.3183
H  6.51  -1.07  -0.98  0.3968
H  7.11  -3.43  -0.56  0.3764
H  5.46  -4.93  0.54  0.3700
H  3.26  -4.05  1.24  0.3569
H  -1.35  0.78  3.06  0.4389
H  -2.64  -0.96  4.28  0.3218
H  -3.09  -3.34  4.68  0.3638
H  -2.53  -5.72  4.35  0.3674
H  -0.59  -6.33  2.91  0.3768
H  0.76  -4.57  1.85  0.3053
S  2.16  2.98  0.10  -0.4883
C  2.92  3.68  1.51  0.5818
C  2.99  5.07  1.61  -1.0639
C  3.59  5.71  2.68  0.3786
C  3.63  7.14  2.72  -0.1006
N  3.65  8.29  2.74  -0.6364
C  4.16  4.94  3.71  0.5560
C  4.10  3.55  3.62  -1.0038
C  3.50  2.89  2.54  0.5482
S  3.52  1.16  2.52  -0.5647
C  4.79  5.55  4.84  -0.0058
N  5.30  6.03  5.75  -0.6368
H  2.55  5.67  0.82  0.4723
H  4.54  2.95  4.40  0.4762
F  -8.85  -0.18  0.25  -0.3560
C  -7.50  -0.05  0.11  0.4853
C  -6.97  1.19  -0.15  -0.7239
C  -5.59  1.31  -0.30  -0.2406
C  -4.76  0.20  -0.18  -0.3537
C  -5.34  -1.03  0.10  -0.2922
C  -6.71  -1.17  0.25  -0.6837
Sb  -2.60  0.38  -0.28  1.2585
C  -2.67  2.05  -1.63  0.0984
C  -1.91  3.17  -1.29  -0.7812
C  -1.87  4.30  -2.10  -0.5549
C  -2.62  4.29  -3.26  0.4118
F  -2.60  5.38  -4.06  -0.3867
C  -3.39  3.21  -3.64  -0.7254
C  -3.41  2.09  -2.81  -0.0451
C  -2.38  -1.24  -1.65  -0.0932
C  -1.25  -2.03  -1.49  -0.1513
C  -1.01  -3.12  -2.31  -0.6742
C  -1.93  -3.40  -3.30  0.3435
F  -1.71  -4.47  -4.12  -0.3928
C  -3.08  -2.66  -3.49  -0.8900
C  -3.30  -1.58  -2.64  -0.2150
H  -7.63  2.05  -0.25  0.4203
H  -5.18  2.28  -0.52  0.4371
H  -4.71  -1.91  0.20  0.4699
H  -7.17  -2.13  0.46  0.4182
H  -1.30  3.16  -0.39  0.4271
H  -1.26  5.16  -1.85  0.4897
H  -3.95  3.24  -4.56  0.4239
H  -4.00  1.24  -3.11  0.1510
H  -0.52  -1.79  -0.72  0.1554
H  -0.12  -3.73  -2.20  0.5983
H  -3.77  -2.92  -4.27  0.4304
H  -4.21  -1.00  -2.77  0.2196
Br  -0.25  -0.65  -5.84  -0.2619
C  0.48  -0.28  -4.10  -0.0425
C  1.39  -1.16  -3.55  -0.9105
C  1.88  -0.91  -2.27  0.0046
C  1.48  0.20  -1.51  0.9017
C  0.59  1.07  -2.14  0.3701
C  0.07  0.84  -3.42  -0.5634
H  1.71  -2.04  -4.11  0.4158
H  2.57  -1.64  -1.86  0.1931
H  0.27  1.96  -1.62  -0.1183
H  -0.65  1.53  -3.86  0.4344

---

Relative calculated energies, zero for the most stable structure, unit hartree: A 0.0505; B 0.0000.